DFT (ωB97M-V/def2-TZVPD) results for an isolated ion of composition C5H11O2 and charge -1.

The geometry in XYZ format:
```
18
Properties=species:S:1:pos:R:3
C 2.388 -0.311 -0.072
O 3.513 0.036 0.584
C 1.318 0.929 -0.284
C -0.006 0.996 0.424
C -1.432 0.441 -0.069
C -1.581 -0.997 0.252
O -2.766 -1.753 -0.270
H 1.829 -1.236 0.482
H 2.621 -0.536 -1.194
H 1.142 1.023 -1.399
H 2.002 1.787 0.070
H 0.096 0.492 1.390
H -0.220 2.064 0.494
H -1.479 0.573 -1.129
H -2.322 1.015 0.315
H -1.844 -1.108 1.364
H -0.660 -1.523 0.218
H -2.599 -1.891 -1.176
```

Summary:
Charge   -1
Gap between HOMO and LUMO   5.7 eV
Relative energy (zero: lowest compared OMol25 entry of this formula, charge and spin)   357.3 kJ/mol
Lowest unoccupied orbital energy   3.3 eV
Structure (SMILES)   [O-]CCCCCO

Charges per atom according to Mulliken partitioning, unit e:
1. C -0.1193
2. O -0.8684
3. C -0.5770
4. C -0.5347
5. C -0.3750
6. C -0.5466
7. O -0.5217
8. H 0.0530
9. H 0.0470
10. H 0.3132
11. H 0.1547
12. H 0.2564
13. H 0.3061
14. H 0.3465
15. H 0.2075
16. H 0.2380
17. H 0.3396
18. H 0.2809